[1]
{
  "formula": "C4H13N2",
  "method": "the ωB97M-V functional and the def2-TZVPD basis",
  "e_homo_ev": -15.4230,
  "total_charge": 1,
  "e_lumo_ev": -8.510,
  "symbols": ["C", "C", "C", "C", "N", "N", "H", "H", "H", "H", "H", "H", "H", "H", "H", "H", "H", "H", "H"],
  "coordinates": [[-0.50145, 0.93098, -0.87579], [0.52661, -0.09807, -1.46048], [1.65973, -0.31963, -0.47637], [1.06884, -1.01393, 0.80556], [0.43554, 0.00422, 1.63725], [-1.40671, 0.33376, 0.05396], [0.11520, 1.63107, -0.45366], [-0.93015, 1.54480, -1.65062], [0.90195, 0.21289, -2.49735], [0.05347, -1.02776, -1.64104], [2.52735, -0.99032, -0.82753], [2.17605, 0.64825, 0.00088], [1.74471, -1.66736, 1.43910], [-7.25012, 0.89663, 0.61804], [0.29676, -1.77961, 0.53154], [-0.66620, 0.14852, 0.98528], [-6.79412, 0.33645, 0.67918], [-2.09753, 0.93497, 0.41934], [0.19841, -0.25051, 2.60085]],
  "mulliken_charge": [-0.592, -0.711, -0.644, -0.464, -0.346, -0.379, 0.435, 0.537, 0.343, 0.406, 0.339, 0.342, 0.455, 0.036, 0.382, 0.256, -0.036, 0.321, 0.321]
}

***

[2]
{
  "formula": "C4H13N2",
  "method": "the ωB97M-V functional and the def2-TZVPD basis",
  "e_homo_ev": -14.6784,
  "total_charge": 1,
  "e_lumo_ev": -8.003,
  "symbols": ["N", "C", "C", "N", "C", "C", "H", "H", "H", "H", "H", "H", "H", "H", "H", "H", "H", "H", "H"],
  "coordinates": [[0.65392, -0.40516, 0.94768], [0.14208, -1.72902, 1.15194], [-1.36687, -1.83699, 1.16217], [-0.07096, 0.79285, -1.06755], [1.08854, 1.08272, -1.94411], [-0.43845, 1.92623, -0.34768], [0.41478, 0.10489, -0.12131], [1.66229, -0.30601, 1.05545], [-1.70424, -2.84927, 0.92480], [0.40564, -1.98714, 2.20996], [0.59430, -2.45700, 0.49203], [-1.71878, -1.20970, 0.34275], [-1.83809, -1.46400, 2.07839], [0.86439, 2.03393, -2.43079], [1.26919, 0.38243, -2.73172], [2.01109, 1.25053, -1.34263], [-0.87454, 1.57071, 0.59236], [-1.37426, 2.37474, -0.87232], [0.27998, 2.72525, -0.09940]],
  "mulliken_charge": [-0.398, -0.246, -1.020, -0.164, -0.767, -0.816, 0.355, 0.281, 0.343, 0.312, 0.358, 0.292, 0.302, 0.402, 0.294, 0.347, 0.407, 0.340, 0.380]
}

***

[3]
{
  "formula": "C4H13N2",
  "method": "the ωB97M-V functional and the def2-TZVPD basis",
  "spin_multiplicity": 3,
  "e_homo_ev": [-8.0689, -14.2454],
  "total_charge": 1,
  "e_lumo_ev": [-3.937, -9.991],
  "s2": 2.008,
  "symbols": ["C", "C", "C", "C", "N", "N", "H", "H", "H", "H", "H", "H", "H", "H", "H", "H", "H", "H", "H"],
  "coordinates": [[-1.09743, -1.46952, 2.40795], [-1.06529, -1.56493, -0.13356], [1.25063, 1.46657, -2.39158], [-0.75891, -0.85351, 1.11796], [-0.10107, 0.25949, 1.06966], [1.38913, 1.98722, -1.03018], [-1.05152, -0.76839, 3.23741], [-0.37494, -2.26651, 2.60577], [-2.07274, -1.95136, 2.38058], [-0.94783, -0.92768, -1.00655], [-2.06530, -1.99231, -0.11870], [-0.37590, -2.40600, -0.23194], [0.22634, 1.11715, -2.53608], [1.46752, 2.20380, -3.17054], [1.93209, 0.62571, -2.51596], [0.15276, 0.74258, 1.92566], [0.27025, 0.70373, 0.20572], [2.35909, 2.23816, -0.86481], [0.86310, 2.85580, -0.95081]],
  "mulliken_spin": [0.002, -0.017, 0.028, 0.731, 0.251, 0.801, 0.010, 0.049, 0.020, 0.014, 0.023, 0.046, 0.018, 0.083, 0.005, 0.003, -0.059, -0.001, -0.008]
}

***

[4]
{
  "formula": "C4H13N2O",
  "method": "the ωB97M-V functional and the def2-TZVPD basis",
  "spin_multiplicity": 2,
  "e_homo_ev": [-4.4549, -8.2317],
  "e_lumo_ev": [0.499, 0.480],
  "s2": 0.754,
  "symbols": ["C", "C", "C", "C", "N", "N", "H", "H", "H", "H", "H", "H", "H", "H", "H", "H", "H", "H", "H", "O"],
  "coordinates": [[-0.05772, 0.56603, 1.67679], [1.11743, -0.28636, 1.20036], [1.62107, 0.25037, -0.17991], [0.46677, 0.38401, -2.33919], [0.45353, 0.58911, -1.01269], [-1.00470, 0.75078, 0.55897], [0.25539, 1.42745, 2.23013], [-0.64378, -0.03615, 2.38241], [1.95837, -0.25295, 1.89551], [0.82463, -1.35750, 1.26107], [1.96802, 1.22483, 0.11503], [2.42276, -0.28912, -0.66643], [1.12705, -0.14753, -3.02116], [-0.32607, 0.93569, -2.83915], [-1.13986, 1.73980, 0.40549], [-0.43836, 0.53021, -0.45703], [-1.87180, 0.23006, 0.65021], [-2.27399, -2.22550, 0.17903], [-2.56701, -2.04017, -1.36651], [-1.89172, -1.99306, -0.67294]],
  "mulliken_spin": [0.004, 0.000, -0.029, 0.713, 0.297, 0.032, 0.000, 0.001, -0.010, 0.002, 0.007, 0.035, 0.015, 0.008, 0.009, -0.104, 0.003, -0.001, -0.006, 0.021]
}

***

[5]
{
  "formula": "C4H13N2O",
  "method": "the ωB97M-V functional and the def2-TZVPD basis",
  "spin_multiplicity": 2,
  "e_homo_ev": [-5.5183, -9.0142],
  "e_lumo_ev": [0.812, 0.718],
  "s2": 0.753,
  "symbols": ["C", "C", "C", "N", "C", "N", "H", "H", "H", "H", "H", "H", "H", "H", "H", "H", "H", "H", "H", "O"],
  "coordinates": [[1.23655, -0.70245, 2.80515], [0.75132, -1.14267, 1.44961], [-0.47527, -0.35813, 0.94131], [-0.16615, 0.83329, 0.20459], [-0.02922, 0.84381, -1.17513], [0.08840, 2.09174, -1.82648], [0.47978, -0.49066, 3.55214], [2.00886, -1.37004, 3.19458], [1.78213, 0.24650, 2.70131], [1.50271, -1.09517, 0.66450], [0.46263, -2.19929, 1.35727], [-1.06697, -1.06589, 0.36804], [-1.09326, -0.00478, 1.76917], [-0.57182, 1.71587, 0.48704], [0.23932, -0.01944, -1.75574], [0.94903, 2.34759, -2.28339], [-0.73820, 2.28196, -2.36858], [-1.19664, -1.02128, -3.70674], [-2.48682, -0.63667, -3.00178], [-1.67638, -0.25429, -3.37687]],
  "mulliken_spin": [0.020, 0.033, -0.005, 0.196, 0.723, -0.002, -0.007, 0.000, -0.009, 0.004, -0.008, -0.006, -0.002, -0.016, 0.019, 0.025, 0.028, -0.002, -0.006, 0.015]
}

***

[6]
{
  "formula": "C4H13N2O",
  "method": "the ωB97M-V functional and the def2-TZVPD basis",
  "e_homo_ev": -12.7518,
  "total_charge": 1,
  "e_lumo_ev": -3.000,
  "symbols": ["C", "C", "C", "C", "N", "N", "H", "H", "H", "H", "H", "H", "H", "H", "H", "H", "H", "H", "H", "O"],
  "coordinates": [[-1.66065, 0.23702, 0.42897], [-0.99048, -0.79350, -0.50383], [0.27051, -0.29409, -1.13550], [1.39115, -0.99399, -1.13624], [0.13708, 1.01885, -1.68166], [-0.61255, 1.20049, 0.94997], [-2.08208, -0.20602, 1.32727], [-2.40984, 0.79722, -0.11104], [-1.76113, -1.07663, -1.22334], [-0.78578, -1.66502, 0.11632], [2.24403, -0.62774, -1.69495], [1.39069, -2.02807, -0.83021], [1.02270, 1.27448, -2.09616], [-0.63314, 1.08796, -2.33471], [-0.28942, 1.68908, 0.09438], [0.16938, 0.73145, 1.37360], [-1.00734, 1.92864, 1.54109], [2.04071, -1.07638, 2.47172], [0.66796, -0.88654, 2.98551], [1.20761, -0.64846, 2.21686]],
  "mulliken_charge": [-0.714, -0.732, 0.846, -1.174, -0.528, -0.173, 0.369, 0.395, 0.375, 0.322, 0.264, 0.287, 0.210, 0.235, 0.455, 0.220, 0.386, 0.293, 0.309, -0.645]
}

***

[7]
{
  "formula": "C4H13N2O",
  "method": "the ωB97M-V functional and the def2-TZVPD basis",
  "e_homo_ev": -13.8456,
  "total_charge": 1,
  "e_lumo_ev": -2.965,
  "symbols": ["C", "C", "C", "C", "N", "N", "H", "H", "H", "H", "H", "H", "H", "H", "H", "H", "H", "H", "H", "O"],
  "coordinates": [[2.61100, 0.75563, -0.96440], [1.86269, -0.37813, -0.20074], [0.38449, -0.38216, -0.36807], [-0.32038, -1.10829, -1.21944], [-1.71979, -0.94711, -1.34927], [-0.38782, 0.61861, 0.38980], [1.96534, 1.52824, -1.36147], [3.36709, 1.15680, -0.29606], [3.15173, 0.32952, -1.80274], [2.08126, -0.25685, 0.86590], [2.27336, -1.33679, -0.51230], [0.18340, -1.82070, -1.86499], [-2.23492, -1.81474, -1.31829], [-2.03618, -0.38309, -2.12518], [-0.04555, 1.57126, 0.26177], [-0.47949, 0.39994, 1.38814], [-1.34052, 0.50606, 0.00707], [-2.08600, 0.20015, 3.47670], [-2.38722, 1.63829, 3.17400], [-1.84777, 0.90318, 2.86017]],
  "mulliken_charge": [-0.990, -0.745, -0.304, 0.051, -0.610, -0.117, 0.341, 0.292, 0.316, 0.336, 0.414, 0.411, 0.246, 0.239, 0.347, 0.371, 0.427, 0.320, 0.300, -0.644]
}

***

[8]
{
  "formula": "C4H13N2O",
  "method": "the ωB97M-V functional and the def2-TZVPD basis",
  "e_homo_ev": -14.7528,
  "total_charge": 1,
  "e_lumo_ev": -8.942,
  "symbols": ["C", "C", "C", "N", "C", "N", "H", "H", "H", "H", "H", "H", "H", "H", "H", "H", "H", "H", "H", "O"],
  "coordinates": [[1.34233, -0.97388, 1.75810], [1.86170, 0.01784, 0.74017], [1.04599, 0.12649, -0.55740], [-1.84267, 0.89186, -2.07098], [-1.01371, 1.36562, -1.00071], [-0.26546, 0.45510, -0.17432], [1.04737, -1.86466, 1.17655], [0.44630, -0.68103, 2.32746], [2.14758, -1.28286, 2.44448], [1.85847, 0.96401, 1.23159], [2.88476, -0.24159, 0.41802], [1.53083, 0.84983, -1.16969], [1.07243, -0.84944, -1.00052], [-2.77516, 1.27786, -1.94132], [-0.33859, 2.07892, -1.50722], [-1.55777, 2.04215, -0.29516], [-1.19787, -0.77787, 0.38141], [-1.93791, -0.12786, -2.15774], [-2.62347, -1.61142, 0.81215], [-1.68515, -1.65907, 0.58516]],
  "mulliken_charge": [-1.096, -0.436, -0.488, -0.385, -0.630, -0.012, 0.330, 0.307, 0.332, 0.345, 0.353, 0.490, 0.317, 0.295, 0.362, 0.412, 0.514, 0.315, 0.325, -0.649]
}

***

[9]
{
  "formula": "C4H13N2O",
  "method": "the ωB97M-V functional and the def2-TZVPD basis",
  "e_homo_ev": -14.7279,
  "total_charge": 1,
  "e_lumo_ev": -3.537,
  "symbols": ["C", "C", "C", "N", "C", "N", "H", "H", "H", "H", "H", "H", "H", "H", "H", "H", "H", "H", "H", "O"],
  "coordinates": [[0.03179, -1.26265, 1.91278], [1.47367, -1.03480, 1.47317], [1.65947, -0.61473, 0.01908], [1.00592, 0.72119, -0.19421], [-0.23014, 0.74753, -0.69046], [-1.03708, 1.76937, -0.42916], [-0.74133, -0.83557, 1.23311], [-0.29425, -2.30290, 2.00176], [-0.34509, -0.79903, 2.82446], [1.82864, -0.33298, 2.23565], [2.04048, -1.95320, 1.59038], [2.69901, -0.41999, -0.24935], [1.29400, -1.40645, -0.62802], [1.19994, 1.44600, 0.47697], [-0.51191, 0.18814, -1.57896], [-1.95596, 1.65999, -0.83647], [-0.58825, 2.50778, 0.07646], [-3.00019, 0.10488, -2.84583], [-2.15455, 0.99388, -3.65784], [-2.37417, 0.82354, -2.73352]],
  "mulliken_charge": [-0.900, -0.365, -0.675, -0.125, 0.060, -0.319, 0.149, 0.314, 0.348, 0.284, 0.355, 0.308, 0.363, 0.261, 0.481, 0.266, 0.210, 0.324, 0.304, -0.644]
}

***

[10]
{
  "formula": "C4H13N2O",
  "method": "the ωB97M-V functional and the def2-TZVPD basis",
  "e_homo_ev": -14.7806,
  "total_charge": 1,
  "e_lumo_ev": -8.431,
  "symbols": ["C", "C", "C", "N", "C", "N", "H", "H", "H", "H", "H", "H", "H", "H", "H", "H", "H", "H", "H", "O"],
  "coordinates": [[-2.34136, -0.18251, 0.36239], [-1.34970, -0.21578, -0.77421], [-0.20608, 0.77785, -0.67343], [0.91824, -1.46278, 0.21902], [0.60812, -0.53440, 1.15065], [0.35180, 0.78523, 0.66710], [-2.27452, -0.90628, 1.18486], [-3.38186, -0.25261, 0.02342], [-2.34644, 0.80540, 0.83021], [-0.90597, -1.20601, -0.99108], [-1.87115, 0.09114, -1.68621], [0.52405, 0.48148, -1.43775], [-0.47427, 1.80501, -0.93631], [1.02617, -2.41388, 0.61108], [-0.35741, -0.87568, 1.62521], [1.40447, -0.49004, 1.92937], [1.27954, 1.23450, 0.61926], [2.75795, 0.17020, -1.03397], [3.76703, 1.26223, -0.68015], [2.87139, 1.12691, -1.00945]],
  "mulliken_charge": [-1.220, -0.513, -0.499, -0.194, -0.486, -0.222, 0.352, 0.367, 0.383, 0.357, 0.407, 0.278, 0.512, 0.293, 0.305, 0.481, 0.387, 0.318, 0.318, -0.623]
}

***

Number 1: electronic energy -269.222058 Eh, F_max 3.343 eV/Å. Number 2: electronic energy -269.273776 Eh, F_max 2.500 eV/Å. Number 3: electronic energy -269.267760 Eh, F_max 6.425 eV/Å. Number 4: electronic energy -344.780599 Eh, F_max 6.589 eV/Å. Number 5: electronic energy -344.869751 Eh, F_max 1.612 eV/Å. Number 6: electronic energy -344.717095 Eh, F_max 2.094 eV/Å. Number 7: electronic energy -344.710657 Eh, F_max 0.840 eV/Å. Number 8: electronic energy -344.510766 Eh, F_max 4.312 eV/Å. Number 9: electronic energy -344.710789 Eh, F_max 2.698 eV/Å. Number 10: electronic energy -344.525854 Eh, F_max 1.805 eV/Å.